Record 1
Here is the molecule C5H6N2O3 from OMol25. Energies are from ωB97M-V/def2-TZVPD.

Its multiplicity is 1. Its SMILES is N#C/C(O)=N/CCC(=O)O. For the HOMO energy, the calculation gives -0.38133 Ha. Its gap between HOMO and LUMO is 10.2080 eV.

Positions of all 16 atoms, in Å:
O -2.65740 -0.00007 -0.65345
C -2.19666 -0.27278 0.56781
C -1.21380 0.69990 1.18043
C 0.09950 0.82201 0.40594
N 0.73277 -0.47006 0.23807
C 1.71138 -0.59203 -0.53924
O -2.54683 -1.29548 1.10993
C 2.52177 -1.80863 -0.52596
N 3.15291 -2.77394 -0.57963
H -1.68401 1.69352 1.23403
H -1.00877 0.36857 2.20440
H -0.10037 1.33775 -0.54791
H 0.78646 1.50327 0.93067
O 1.90958 0.25037 -1.60415
H -2.08047 0.59734 -1.18979
H 2.57395 -0.05974 -2.23115



Record 2
Here is the molecule C4H5NO from OMol25. Energies are from ωB97M-V/def2-TZVPD.

Its multiplicity is 3. For the HOMO energy (alpha / beta), the calculation gives -0.17461 / -0.37298 Ha. Its expectation value of S² is 2.0081. Its gap between HOMO and LUMO (alpha / beta) is 5.5235 / 8.7982 eV.

Positions of all 11 atoms, in Å:
C -0.08371 -1.42009 -0.05609
C -0.27641 -0.23633 -0.53307
C 0.54788 0.09864 2.02063
C -0.36125 0.79732 -1.55811
N -0.66309 -0.40877 0.85512
O 1.54727 -0.52414 2.12351
H 0.25456 -2.41940 -0.00133
H 0.18302 0.93861 2.61353
H -1.09340 1.54807 -1.26647
H -0.66107 0.34494 -2.50228
H 0.60618 1.28116 -1.69542



Record 3
Here is a structure of composition C22H24N4OP2Sm from OMol25. Energies are from ωB97M-V/def2-TZVPD.

Its multiplicity is 6. Its charge is +1. For the HOMO energy (alpha / beta), the calculation gives -0.40658 / -0.40705 Ha. Its expectation value of S² is 8.7725. Its gap between HOMO and LUMO (alpha / beta) is 7.2249 / 7.5823 eV.

Positions of all 54 atoms, in Å:
C 2.87326 0.02543 -2.55804
C 2.02061 0.37350 -1.51107
C 0.62683 0.29258 -1.75135
C 0.12546 0.06912 -3.02559
C 0.99211 -0.27991 -4.06028
C 2.36751 -0.31389 -3.81761
C -1.39051 0.04588 -3.20214
C -2.09275 0.92722 -2.16747
C -1.48656 1.08115 -0.92816
C -2.11006 1.84479 0.10186
C -3.40873 2.29544 -0.12780
C -4.05331 2.05700 -1.34571
C -3.39053 1.38805 -2.37501
H 3.95189 0.02307 -2.38306
H 0.57570 -0.52008 -5.04184
H 3.05111 -0.58836 -4.61992
H -1.62744 0.44126 -4.19699
H -3.92843 2.84451 0.66221
H -5.07497 2.40496 -1.49550
H -3.86437 1.20761 -3.34289
N -0.29428 0.34284 -0.67258
Sm -0.51140 -1.13265 0.70020
C 2.54417 0.83341 -0.16722
H 2.09927 1.80276 0.11572
H 3.63742 0.93701 -0.20607
C -1.39391 2.12855 1.41119
H -0.33078 2.36368 1.23377
H -1.86656 2.97154 1.93493
P 2.16756 -0.31740 1.25528
P -1.42952 0.70900 2.65130
C -3.17254 0.74983 3.17573
H -3.34965 -0.12864 3.81108
H -3.38866 1.66250 3.74769
H -3.84009 0.68894 2.30800
C -0.58263 1.45922 4.07700
H -1.07664 2.39645 4.36954
H -0.63107 0.74875 4.91300
H 0.47314 1.65002 3.84431
C 3.47455 -1.56819 0.98386
H 4.45287 -1.16015 1.27025
H 3.24462 -2.44512 1.60270
H 3.48952 -1.88568 -0.06610
C 2.87413 0.62674 2.64752
H 2.40647 0.26574 3.57273
H 3.95863 0.46269 2.70549
H 2.66370 1.69860 2.53947
C -1.81784 -1.31173 -2.98491
O -1.82272 -1.97094 -1.96654
H -2.08794 -1.38996 -4.03784
N 0.59565 -3.13419 0.40664
C 1.03056 -4.23495 0.28640
N 1.59375 -5.33810 0.05308
C 1.40880 -6.50570 0.61679
N 1.32458 -7.59422 1.05395



Record 4
Here is a cluster of 2 separate species, C4H14N3 in total from OMol25. Energies are from ωB97M-V/def2-TZVPD.

Its multiplicity is 1. Its charge is +1. For the HOMO energy, the calculation gives -0.49748 Ha. Its gap between HOMO and LUMO is 9.4345 eV.

Positions of all 21 atoms, in Å:
N 1.32245 -0.14709 -0.95637
C 1.79275 0.91693 0.08599
N 3.13645 1.47679 -0.01115
H 1.28722 0.37011 -1.85105
H 2.11020 -0.79649 -1.11566
H 1.04949 1.71301 0.02210
H 1.68187 0.44140 1.03664
H 3.85089 0.75085 0.05627
H 3.22428 1.96239 -0.93816
C -2.61925 0.15133 -0.85991
C -1.98171 -0.03667 0.51152
C -0.60977 -1.78896 1.43531
N -0.76904 -0.95566 0.45376
H -1.95325 0.82252 -1.44455
H -2.65374 -0.80257 -1.33168
H -3.65600 0.58516 -0.78466
H -1.54961 0.88988 0.98954
H -2.63735 -0.44636 1.29414
H 0.24467 -2.42955 1.50347
H -1.43284 -1.95617 2.14542
H 0.16229 -0.72083 -0.24097



F_max across the listed records, respectively: 1.844 3.900 4.685 2.287 eV Å⁻¹.
Energy above the lowest of the compared OMol25 structures with the same formula, charge and spin across the listed records, respectively: 1.0104 2.4705 0.0000 1.8218 eV.
E across the listed records, respectively: -14403.9015 -7759.4220 -67686.8678 -8838.2009 eV.